*i*
DFT (ωB97M-V/def2-TZVPD) results for C6H15O4PS as an isolated structure.

Calculated values
**Total charge**: 0

Element x y z (Å)
C1 -1.35 -0.47 0.65
C2 -0.72 3.07 -0.26
C3 2.91 -2.31 -0.83
C4 -4.11 -0.55 0.75
C5 0.34 2.03 0.06
C6 1.98 -2.17 0.43
O1 -0.11 -1.43 -1.63
O2 -2.78 1.03 -0.91
O3 0.31 0.99 -0.83
O4 1.35 -0.84 0.39
P1 0.08 -0.52 -0.49
S1 -2.70 -0.28 -0.35
H1 -1.67 -1.47 1.27
H2 -0.48 3.67 -1.07
H3 -1.69 2.53 -0.45
H4 -0.86 3.76 0.60
H5 2.21 -2.18 -1.70
H6 3.69 -1.52 -0.73
H7 3.42 -3.23 -0.97
H8 -4.53 0.45 0.61
H9 -4.65 -1.45 0.38
H10 -3.80 -0.87 1.82
H11 0.04 1.71 1.01
H12 1.38 2.51 0.15
H13 2.40 -2.29 1.46
H14 1.08 -2.85 0.33
H15 -3.32 -1.08 -1.45

*ii*
DFT (ωB97M-V/def2-TZVPD) results for one molecule with the formula C6H15O4PS.

Calculated values
**Total charge**: 0

Element x y z (Å)
C1 2.55 -0.55 0.22
C2 0.55 -2.03 0.49
C3 1.08 -1.06 -1.77
C4 0.29 3.12 -0.59
C5 -3.08 -0.08 1.58
C6 1.13 -0.85 -0.27
O1 0.13 0.99 1.63
O2 -3.65 -0.54 -0.93
O3 0.73 1.77 -0.76
O4 -1.49 0.54 -0.40
P1 0.19 0.65 0.22
S1 -2.52 -0.71 -0.05
H1 2.94 0.34 -0.27
H2 2.54 -0.38 1.29
H3 3.21 -1.39 0.00
H4 -0.42 -2.33 0.08
H5 0.41 -1.77 1.54
H6 1.23 -2.89 0.44
H7 0.05 -1.21 -2.11
H8 1.48 -0.19 -2.29
H9 1.66 -1.94 -2.04
H10 -0.20 3.43 -1.51
H11 1.16 3.75 -0.40
H12 -0.41 3.19 0.24
H13 -2.21 0.05 2.22
H14 -3.77 -0.80 2.00
H15 -3.58 0.87 1.43

Which is most stable? The ranking, best first, is *ii*, *i*.

*i*
DFT (ωB97M-V/def2-TZVPD) results for a 3-piece molecular cluster, C3H14N2O2 overall.

Calculated values
**Total charge**: +1
**Multiplicity**: 2

Element x y z (Å)
N1 -0.90 0.64 -2.38
C1 0.02 0.41 -1.16
C2 0.32 1.53 -0.10
C3 0.46 0.55 1.21
N2 -0.81 0.35 1.87
H1 -0.25 0.53 -3.19
H2 -1.06 1.68 -2.51
H3 -0.53 -0.44 -0.72
H4 0.96 -0.02 -1.46
H5 -0.64 2.12 -0.04
H6 1.19 2.14 -0.26
H7 1.05 -0.45 1.00
H8 1.15 1.03 1.85
H9 -0.69 0.28 2.85
H10 -1.44 -0.41 1.26
H11 -1.87 -0.95 -1.22
H12 -2.65 -2.18 -0.82
O1 -1.69 -1.80 -0.75
H13 2.39 -1.59 0.76
H14 2.81 -1.51 2.16
O2 2.17 -1.91 1.64

*ii*
DFT (ωB97M-V/def2-TZVPD) results for a 3-piece molecular cluster, C3H14N2O2 overall.

Calculated values
**Total charge**: +1
**Multiplicity**: 2

Element x y z (Å)
C1 2.77 1.74 -0.41
C2 2.01 0.53 0.23
N1 0.63 0.52 -0.19
C3 -0.22 -0.38 0.55
N2 -1.63 -0.04 0.43
H1 2.36 2.63 0.05
H2 3.84 1.74 -0.25
H3 2.52 1.72 -1.47
H4 2.04 0.75 1.29
H5 2.52 -0.42 0.04
H6 0.13 1.41 -0.24
H7 -0.10 -1.42 0.25
H8 -0.04 -0.35 1.64
H9 -1.90 0.75 1.00
H10 -2.14 -0.85 0.76
H11 -1.00 -3.83 1.40
H12 -2.30 -3.54 0.69
O1 -1.63 -3.11 1.21
H13 -1.92 1.02 -2.38
H14 -3.28 0.62 -1.94
O2 -2.68 0.50 -2.66

Which is most stable? The ranking, best first, is *ii*, *i*.